Record 1
{
  "formula": "C4HBr2F3O",
  "method": "ωB97M-V with the def2-TZVPD basis set",
  "species": ["C", "C", "C", "C", "O", "F", "F", "F", "Br", "Br", "H"],
  "positions_angstrom": [[-0.5066, -0.7094, 1.0691], [-1.8401, -0.8488, 1.1133], [-0.0947, 0.3443, 0.1287], [-2.6681, 0.0088, 0.2435], [-1.1238, 0.7276, -0.6163], [0.2988, -1.3138, 1.8911], [-2.3549, -1.6579, 2.0182], [-3.2449, -0.4961, -0.8192], [0.4548, 1.9719, 1.4061], [-3.6534, 1.4340, 0.9351], [0.8665, 0.3910, -0.5567]],
  "forces_ev_per_angstrom": [[-1.1, 0.7, -0.7], [1.2, -0.2, 0.1], [2.1, 2.0, -1.6], [3.0, 1.4, -1.9], [-2.9, -1.4, 1.5], [0.4, -0.3, 0.2], [-1.0, -0.2, 0.3], [-0.1, -0.4, 0.3], [0.0, -0.6, -0.1], [0.1, -0.1, 0.2], [-1.7, -0.9, 1.8]],
  "mulliken_charge": [0.4124, 0.0805, -0.1223, 0.5977, -0.4731, -0.2599, -0.2631, -0.1565, -0.2407, 0.0227, 0.4024],
  "e_tot_ha": -5675.78063,
  "e_above_lowest_ev": 1.5028,
  "homo_lumo_gap_ev": 9.4
}

Record 2
{
  "formula": "C41H58BClF5N7O6PS",
  "method": "ωB97M-V with the def2-TZVPD basis set",
  "species": ["O", "B", "O", "O", "C", "C", "C", "C", "O", "O", "P", "S", "C", "C", "C", "Cl", "O", "C", "C", "C", "C", "C", "F", "F", "C", "F", "F", "F", "H", "H", "H", "H", "H", "H", "H", "H", "H", "H", "H", "H", "H", "H", "H", "H", "H", "H", "H", "H", "H", "H", "H", "N", "C", "C", "C", "C", "H", "H", "H", "H", "H", "N", "C", "C", "C", "C", "H", "H", "H", "H", "H", "N", "C", "C", "C", "C", "H", "H", "H", "H", "H", "N", "C", "C", "C", "C", "H", "H", "H", "H", "H", "N", "C", "C", "C", "C", "H", "H", "H", "H", "H", "N", "C", "C", "C", "C", "H", "H", "H", "H", "H", "N", "C", "C", "C", "C", "H", "H", "H", "H", "H"],
  "positions_angstrom": [[-0.5417, 1.4992, 3.1166], [0.4334, 1.3394, 2.1543], [1.7410, 1.5525, 2.5382], [0.2020, 0.9320, 0.8536], [-0.3117, 1.9276, -0.0910], [0.6338, 3.0949, -0.3224], [-0.1037, 4.2860, -0.8839], [-0.8764, 5.0525, 0.0695], [0.3809, 5.5230, -0.4639], [-1.5728, 2.2603, 0.3229], [-2.8579, 1.7311, -0.7592], [-4.4216, 1.2146, -2.2621], [-3.4929, 0.5983, 0.6313], [-4.4296, -0.5477, 0.2763], [-4.6466, -1.4337, 1.5104], [-3.2301, -2.4437, 1.8851], [-1.7763, 0.5290, -1.3958], [-0.5219, 1.1184, -1.4063], [0.6241, 0.2249, -1.8449], [0.6302, -1.1442, -1.1244], [1.9527, -1.3073, -0.3695], [2.1192, -2.6463, 0.2976], [3.4443, -2.8590, 0.5826], [1.7448, -3.6665, -0.5227], [1.3239, -2.8224, 1.6210], [1.9249, -3.7171, 2.4279], [0.0838, -3.2620, 1.3450], [1.2155, -1.6595, 2.2956], [-0.8160, 0.6285, 3.4146], [2.2800, 1.6908, 1.7561], [1.3776, 2.8736, -1.0834], [1.0715, 3.4986, 0.5891], [-0.5027, 4.1898, -1.8796], [-1.6533, 5.7050, -0.2857], [-0.8101, 4.6817, 1.0782], [-3.7056, 2.7841, -0.2147], [-2.4210, 2.7396, -1.6822], [-3.7578, 0.9342, -3.3889], [-2.6107, 0.1537, 1.0873], [-3.9651, 1.2325, 1.3784], [-3.9890, -1.1635, -0.5001], [-5.4244, -0.2058, 0.0088], [-4.8591, -0.8051, 2.3686], [-5.5317, -2.0438, 1.3549], [-0.5556, 1.8972, -2.1915], [1.5436, 0.7572, -1.6229], [0.5317, 0.0563, -2.9143], [-0.1520, -1.1237, -0.3731], [0.5227, -1.9764, -1.8072], [2.8102, -1.1754, -1.0272], [2.0115, -0.5379, 0.3932], [-4.7249, -1.4118, -5.9334], [-4.1969, -1.5104, -7.1913], [-4.5582, -0.3863, -7.8850], [-5.3347, 0.4221, -7.0097], [-5.4129, -0.2377, -5.8135], [-4.6160, -2.0905, -5.2035], [-3.6034, -2.3610, -7.4793], [-4.2861, -0.1616, -8.9029], [-5.7706, 1.3820, -7.2283], [-5.8903, 0.0290, -4.8853], [5.5150, 1.8004, 4.6439], [6.5961, 0.9576, 4.5569], [6.3028, 0.0024, 3.6239], [4.9997, 0.2809, 3.1245], [4.5410, 1.3969, 3.7693], [5.4384, 2.5956, 5.2457], [7.4748, 1.1093, 5.1618], [6.9494, -0.8069, 3.3292], [4.4612, -0.2772, 2.3766], [3.6126, 1.9306, 3.6856], [-7.2390, 3.8296, -0.5217], [-6.7683, 3.7241, -1.7997], [-7.1588, 4.8507, -2.4760], [-7.8911, 5.6656, -1.5657], [-7.9208, 5.0074, -0.3657], [-7.0974, 3.1443, 0.1958], [-6.1938, 2.8552, -2.1103], [-6.9413, 5.0683, -3.5083], [-8.3401, 6.6242, -1.7688], [-8.3626, 5.2742, 0.5793], [5.6976, -6.0355, 0.8052], [6.3190, -7.1928, 0.4201], [5.4311, -7.9123, -0.3335], [4.2282, -7.1559, -0.4075], [4.4263, -6.0033, 0.3033], [6.1097, -5.3180, 1.3705], [7.3329, -7.4030, 0.7142], [5.6211, -8.8727, -0.7828], [3.3230, -7.4269, -0.9238], [3.7786, -5.1692, 0.4958], [7.0271, 3.3519, 7.1566], [7.0745, 4.6593, 6.7529], [7.7240, 5.3731, 7.7224], [8.0867, 4.4594, 8.7499], [7.6443, 3.2215, 8.3704], [6.6059, 2.6012, 6.6451], [6.6442, 4.9676, 5.8150], [7.9194, 6.4317, 7.6987], [8.6122, 4.6867, 9.6618], [7.7142, 2.2638, 8.8562], [-2.6160, -6.7209, 1.9959], [-2.0299, -7.9129, 2.3265], [-0.9083, -7.6368, 3.0613], [-0.8179, -6.2218, 3.1795], [-1.8874, -5.6869, 2.5131], [-3.4528, -6.6177, 1.4543], [-2.4584, -8.8487, 2.0113], [-0.2276, -8.3657, 3.4683], [-0.0547, -5.6623, 3.6936], [-2.1960, -4.6668, 2.3583], [0.3429, 2.2380, -6.5296], [0.0534, 1.9333, -7.8325], [-1.0640, 1.1410, -7.8386], [-1.4649, 0.9614, -6.4869], [-0.5796, 1.6515, -5.7048], [1.1114, 2.8039, -6.2251], [0.6630, 2.3060, -8.6378], [-1.5443, 0.7356, -8.7132], [-2.3097, 0.3945, -6.1321], [-0.5289, 1.7758, -4.6358]],
  "forces_ev_per_angstrom": [[0.4, -0.3, 0.1], [0.1, -0.1, -0.1], [-0.1, 0.5, 0.1], [0.7, 0.9, 0.2], [-1.4, -2.2, -0.5], [-0.4, 0.7, -0.2], [-0.9, -0.9, 0.2], [0.6, 0.5, -0.3], [0.7, 0.7, 0.1], [0.6, 0.7, 0.1], [-0.5, 1.1, 0.9], [-0.8, -0.3, -0.3], [0.1, -0.7, -0.8], [0.5, -0.2, 1.2], [-0.7, 0.7, -0.5], [0.0, -0.1, 0.1], [0.3, -0.1, 0.5], [0.4, 1.3, -1.1], [-0.7, -1.0, 0.6], [0.8, 0.6, 0.5], [-0.1, -0.1, -0.1], [0.1, 0.1, -0.2], [-0.1, 0.1, 0.2], [0.1, 0.0, 0.1], [-0.4, -0.2, 0.1], [-0.3, 0.3, -0.2], [0.5, 0.3, 0.3], [0.1, -0.5, -0.2], [-0.5, 0.0, 0.0], [0.2, -0.2, -0.1], [0.5, -0.5, 0.4], [0.4, -0.3, 0.2], [0.2, 0.2, -0.4], [-0.6, -0.3, 0.3], [-0.4, 0.3, 0.3], [-0.1, -0.2, -0.3], [0.3, -0.5, -0.4], [0.4, 0.1, 0.2], [0.2, 0.1, 0.0], [0.0, 0.3, 0.0], [-0.2, 0.0, -0.4], [-0.1, 0.1, -0.4], [0.2, 0.0, 0.3], [0.2, -0.6, 0.1], [0.1, 0.2, 0.0], [0.3, 0.1, -0.2], [0.2, 0.1, -0.2], [-0.4, -0.3, -0.2], [-0.3, -0.1, -0.1], [0.1, -0.1, -0.2], [0.1, 0.1, 0.1], [0.0, 0.0, 0.0], [0.0, -0.1, 0.0], [0.0, 0.0, 0.0], [0.1, 0.0, -0.1], [-0.1, 0.0, 0.2], [0.0, 0.0, 0.1], [0.0, 0.0, 0.0], [0.0, 0.0, 0.0], [0.0, 0.0, 0.0], [0.0, 0.0, 0.0], [0.1, -0.2, -0.2], [0.0, 0.1, 0.1], [0.0, 0.0, 0.0], [0.0, 0.0, 0.0], [0.1, 0.1, 0.1], [-0.2, 0.2, -0.1], [0.0, 0.0, 0.0], [0.0, 0.0, 0.0], [0.0, 0.0, 0.0], [-0.1, -0.1, 0.1], [-0.1, 0.1, 0.0], [0.0, -0.2, -0.1], [-0.1, 0.0, 0.0], [0.0, 0.0, -0.1], [0.0, -0.1, 0.1], [0.1, 0.0, 0.0], [-0.2, 0.4, 0.1], [0.0, 0.0, 0.0], [0.0, 0.0, 0.0], [0.0, 0.0, 0.0], [0.0, 0.0, 0.0], [0.0, 0.0, 0.0], [0.0, 0.0, 0.0], [0.0, 0.0, 0.0], [0.0, 0.0, 0.0], [0.0, 0.0, 0.0], [0.0, 0.0, 0.0], [0.0, 0.0, 0.0], [0.0, 0.0, 0.0], [0.0, 0.0, 0.0], [0.1, 0.1, 0.1], [-0.1, -0.1, 0.0], [0.0, 0.0, 0.0], [0.0, 0.0, 0.0], [0.0, 0.0, 0.0], [0.1, -0.1, 0.2], [0.0, 0.0, 0.0], [0.0, 0.0, 0.0], [0.0, 0.0, 0.0], [0.0, 0.0, 0.0], [0.0, 0.0, 0.1], [0.0, 0.0, 0.0], [0.0, 0.0, 0.0], [0.0, 0.0, 0.0], [0.0, 0.0, 0.0], [0.0, 0.0, 0.0], [0.0, 0.0, 0.0], [0.0, 0.0, 0.0], [0.0, 0.0, 0.0], [0.1, -0.1, 0.0], [0.0, 0.0, 0.0], [0.0, 0.0, 0.0], [0.0, 0.0, 0.0], [0.0, 0.0, 0.1], [0.1, 0.0, 0.0], [0.0, 0.0, 0.0], [0.0, 0.0, 0.0], [0.0, 0.0, 0.0], [0.0, 0.0, 0.0], [0.0, 0.0, 0.0]],
  "mulliken_charge": [-0.6315, 0.2847, -0.0130, -0.0555, 0.7215, -0.8031, 0.0523, -0.6821, -0.5756, -0.6965, 0.1557, -0.4541, -0.4607, -0.5867, -0.8482, -0.2624, -0.4275, 0.2458, -1.2533, -0.4800, -0.4200, 1.0780, -0.3205, -0.3787, 0.4907, -0.2645, -0.2168, -0.1911, 0.2615, 0.2331, 0.3522, 0.3468, 0.4936, 0.3513, 0.2010, 0.0067, 0.0502, -0.0052, -0.0381, 0.4349, 0.3937, 0.2868, 0.3515, 0.4480, -0.1650, 0.2492, 0.5980, 0.2114, 0.7287, 0.4877, -0.4534, 0.0645, -0.5961, -0.3833, -0.3486, -0.7380, 0.2164, 0.3532, 0.4861, 0.4072, 0.5123, 0.1399, -0.1350, -1.2581, 0.2299, -1.0934, 0.1162, 0.3759, 0.4055, 0.4584, 0.7107, 0.0811, -0.0060, -0.6626, -0.3542, -0.5713, 0.2070, 0.2169, 0.3993, 0.3863, 0.3726, 0.0500, -0.4956, -0.4828, -0.5019, -0.3465, 0.1968, 0.3859, 0.3884, 0.4066, 0.3862, 0.1164, -0.1816, -0.6117, -0.3695, -0.5704, 0.1931, 0.3189, 0.3892, 0.3946, 0.3513, 0.0315, -0.4860, -0.5952, -0.2664, 0.0815, 0.1946, 0.3929, 0.3850, 0.4468, -0.0606, 0.0733, -0.5977, -0.5881, 0.3306, -0.8782, 0.1884, 0.3786, 0.3930, 0.2523, 0.4824],
  "e_tot_ha": -4155.86181,
  "homo_lumo_gap_ev": 7.4,
  "charge": -1
}

What did the first record say?
{
  "formula": "C4HBr2F3O",
  "method": "ωB97M-V with the def2-TZVPD basis set",
  "species": ["C", "C", "C", "C", "O", "F", "F", "F", "Br", "Br", "H"],
  "positions_angstrom": [[-0.5066, -0.7094, 1.0691], [-1.8401, -0.8488, 1.1133], [-0.0947, 0.3443, 0.1287], [-2.6681, 0.0088, 0.2435], [-1.1238, 0.7276, -0.6163], [0.2988, -1.3138, 1.8911], [-2.3549, -1.6579, 2.0182], [-3.2449, -0.4961, -0.8192], [0.4548, 1.9719, 1.4061], [-3.6534, 1.4340, 0.9351], [0.8665, 0.3910, -0.5567]],
  "forces_ev_per_angstrom": [[-1.1, 0.7, -0.7], [1.2, -0.2, 0.1], [2.1, 2.0, -1.6], [3.0, 1.4, -1.9], [-2.9, -1.4, 1.5], [0.4, -0.3, 0.2], [-1.0, -0.2, 0.3], [-0.1, -0.4, 0.3], [0.0, -0.6, -0.1], [0.1, -0.1, 0.2], [-1.7, -0.9, 1.8]],
  "mulliken_charge": [0.4124, 0.0805, -0.1223, 0.5977, -0.4731, -0.2599, -0.2631, -0.1565, -0.2407, 0.0227, 0.4024],
  "e_tot_ha": -5675.78063,
  "e_above_lowest_ev": 1.5028,
  "homo_lumo_gap_ev": 9.4
}